The following is a quantum chemistry calculation of C8H12N2O2 in the gas phase at a distorted geometry, from the OMol25 dataset.

The SMILES is CN(C)[C@]1(C(=O)O)CC=CC=N1. The orbital gap comes out at 0.311 Eh. For the maximum force, the calculation gives 3.09 eV Å⁻¹. The energy above the lowest of the compared OMol25 structures with the same formula, charge and spin is 327.13 kJ/mol. The total energy comes out at -571.94879 Ha.

Structure (ORCA input):
```
! wB97M-V def2-TZVPD RIJCOSX def2/J DEFGRID3
* xyz 0 1
C 1.99937 -1.79317 -0.07545
C 0.75752 -2.04969 -0.48688
C 2.30530 -0.35191 0.02754
C -0.24578 1.61496 -1.43139
C -0.09837 -1.05983 -1.14205
C 0.00373 0.33591 -0.42640
C -2.11857 1.13851 0.54068
C -0.52968 -0.15741 1.85703
N 1.46143 0.58960 -0.12916
N -0.75098 0.66526 0.71201
O 0.64535 2.52080 -1.15769
O -1.12260 1.71209 -2.25194
H 2.62389 -2.52880 0.40234
H 0.40832 -3.04385 -0.40753
H 3.28014 -0.05974 -0.04874
H 0.17395 -0.82709 -2.28271
H -1.18507 -1.42313 -1.14514
H -2.25020 2.16461 0.11735
H -2.72010 0.50540 -0.10138
H -2.66094 1.09152 1.57751
H 0.48717 -0.20452 2.17187
H -1.17304 0.23596 2.68518
H -0.73161 -1.15441 1.59271
H 1.44078 2.07894 -0.59777
*
```